(1)
{
  "formula": "C9H9Cl18NO4S2",
  "method": "ωB97M-V with the def2-TZVPD basis set",
  "species": ["O", "S", "O", "O", "C", "C", "N", "C", "S", "O", "H", "H", "H", "C", "Cl", "Cl", "Cl", "H", "C", "Cl", "Cl", "Cl", "H", "C", "Cl", "Cl", "Cl", "H", "C", "Cl", "Cl", "Cl", "H", "C", "Cl", "Cl", "Cl", "H", "C", "Cl", "Cl", "Cl", "H"],
  "positions_angstrom": [[0.245, 3.156, -3.931], [1.498, 2.537, -3.755], [2.340, 2.409, -4.885], [2.230, 3.213, -2.517], [3.241, 2.242, -2.106], [2.758, 0.873, -2.617], [2.914, -0.230, -1.674], [2.182, -0.180, -0.681], [1.637, -0.138, 0.775], [1.398, 1.116, -3.031], [4.146, 2.496, -2.645], [3.334, 2.376, -1.040], [3.311, 0.591, -3.499], [2.298, -0.597, 5.036], [1.335, -0.645, 6.516], [3.340, -2.013, 4.931], [1.260, -0.488, 3.611], [2.924, 0.283, 5.067], [-1.856, 2.373, -1.446], [-0.686, 1.403, -0.546], [-3.430, 1.574, -1.461], [-1.982, 3.995, -0.767], [-1.506, 2.460, -2.466], [7.160, 3.951, -4.254], [5.723, 4.141, -3.243], [8.461, 4.998, -3.693], [7.678, 2.266, -4.284], [6.900, 4.243, -5.262], [-2.295, -1.167, 5.687], [-1.360, -2.496, 4.996], [-2.219, 0.256, 4.650], [-3.969, -1.660, 5.944], [-1.862, -0.913, 6.645], [-3.611, -3.243, 2.041], [-2.687, -4.570, 1.336], [-3.559, -1.818, 1.002], [-5.286, -3.730, 2.324], [-3.168, -2.993, 2.995], [-7.720, -5.187, -0.650], [-6.793, -6.513, -1.352], [-7.654, -3.762, -1.687], [-9.393, -5.676, -0.367], [-7.277, -4.935, 0.304]],
  "molar_mass_g_mol": 897.46,
  "orbital_gap_ev": 9.83
}



(2)
{
  "formula": "H18O9",
  "method": "ωB97M-V with the def2-TZVPD basis set",
  "species": ["O", "H", "H", "O", "H", "H", "O", "H", "H", "O", "H", "H", "O", "H", "H", "O", "H", "H", "O", "H", "H", "O", "H", "H", "O", "H", "H"],
  "positions_angstrom": [[-0.436, 0.637, 1.382], [0.277, 1.130, 1.826], [-0.006, 0.431, 0.558], [-0.084, 2.056, -0.218], [-0.657, 2.618, -0.735], [0.644, 2.555, 0.077], [2.690, -0.959, 1.512], [3.134, -0.374, 2.075], [3.504, -1.349, 1.101], [2.247, 2.167, 0.068], [2.881, 2.861, 0.307], [2.586, 1.368, 0.480], [3.163, -0.908, -1.596], [3.898, -1.312, -2.130], [2.874, -1.643, -1.068], [-1.302, -2.508, -1.952], [-1.733, -3.289, -1.618], [-1.127, -2.614, -2.819], [-2.928, -1.116, 2.115], [-2.698, -1.457, 2.983], [-2.504, -0.230, 2.021], [-0.774, -1.505, 0.089], [-0.404, -1.097, 0.871], [-1.146, -2.331, 0.524], [-3.125, 2.195, -1.600], [-2.817, 2.320, -0.780], [-2.304, 1.945, -2.084]],
  "smiles": "O.O.O.O.O.O.O.O.O",
  "molar_mass_g_mol": 162.13,
  "e_above_lowest_kj_mol": 510.4,
  "orbital_gap_ev": 9.52
}



Number 1: HOMO -10.2 eV. Number 2: HOMO -9.6 eV.